[1]
Molecular formula: C4H10N2O2
Method: DFT, wB97M-V/def2-TZVPD

The geometry in ORCA input format:
```
! RIJCOSX wB97M-V def2-TZVPD def2/J DEFGRID3
* xyz 0 1
C 0.9574 -0.8725 -1.3721
C 0.6422 -0.0823 -0.0848
C 0.9582 -0.9779 1.1553
N -0.6903 0.5225 0.0022
C -0.7125 2.0053 0.3545
N -1.8389 -0.2245 -0.0013
O -2.9414 0.3894 0.0248
O -1.6993 -1.3828 -0.3047
H 0.4330 -1.7156 -1.7335
H 0.8060 -0.1663 -2.2865
H 1.9087 -1.3526 -1.1575
H 1.4038 0.6824 0.0269
H 0.2939 -1.9060 1.0214
H 0.7706 -0.3660 2.0947
H 2.0269 -1.2404 0.9665
H 0.1511 2.0324 1.0401
H -0.8127 2.5610 -0.6138
H -1.6567 2.0940 0.8677
*
```

Computed properties:
**ΔE to the lowest compared entry with this formula, charge and spin**: 588.5 kJ/mol
**Largest force on an atom**: 3.1 eV/Å
**Total energy**: -11380.80370 eV
**HOMO-LUMO gap**: 10.55 eV
**LUMO energy**: 0.8 eV
**SMILES**: CC(C)N(C)[N+](=O)[O-]

[2]
Molecular formula: C26H37Cl3N4O5S5Ti
Method: DFT, wB97M-V/def2-TZVPD

The geometry in ORCA input format:
```
! RIJCOSX wB97M-V def2-TZVPD def2/J DEFGRID3
* xyz 1 2
Ti 0.8807 -0.4891 1.4560
C 0.4453 -0.1261 4.8393
C 1.9297 -0.4583 4.8672
S 2.7631 -0.2845 3.2536
C 3.6942 -1.8287 3.1356
C 2.8554 -3.1000 3.1671
S 1.4973 -3.0698 1.9568
C 0.0766 -3.6483 2.9184
C -0.2944 -2.7635 4.0994
S -0.5364 -1.0300 3.6141
H 0.0086 -0.2928 5.8241
H 0.2839 0.9154 4.5661
H 2.4243 0.2233 5.5589
H 2.1078 -1.4683 5.2331
H 4.2297 -1.7189 2.1907
H 4.4408 -1.8599 3.9296
H 3.4857 -3.9600 2.9431
H 2.4220 -3.2645 4.1519
H -0.7314 -3.6805 2.1867
H 0.2646 -4.6703 3.2475
H -1.2216 -3.1266 4.5419
H 0.4668 -2.7980 4.8769
O -0.6314 2.8355 0.6952
S 0.5820 2.1290 0.9561
O 1.8176 2.8607 0.9554
O 0.4806 1.2857 2.2587
O 0.7174 0.8991 0.0291
C 5.2086 -0.7533 -1.3793
C 4.4416 0.4792 -0.9173
C 5.4028 1.5493 -0.4108
C 3.5851 1.0505 -2.0511
N 3.6214 0.1261 0.2723
N 2.5903 -0.8439 0.0078
H 5.9022 -0.4815 -2.1744
H 4.5473 -1.5230 -1.7861
H 5.7853 -1.1774 -0.5548
H 6.0525 1.8839 -1.2191
H 6.0210 1.1576 0.3974
H 4.8517 2.4153 -0.0380
H 4.2271 1.3957 -2.8619
H 2.9974 1.8990 -1.6946
H 2.9073 0.3111 -2.4881
H 3.1340 0.9827 0.5469
H 3.0457 -1.7478 -0.0718
H 2.1360 -0.6527 -0.8886
Cl 0.6852 0.8478 -5.4745
C -0.6407 0.7668 -4.3606
C -0.4537 1.1511 -3.0442
C -1.5158 1.0627 -2.1596
C -2.7619 0.6008 -2.5652
C -3.8693 0.4222 -1.5466
C -3.9365 -1.0279 -1.0683
N -2.6218 -1.4998 -0.6378
C -1.8024 -2.3442 -1.3475
C -0.6157 -2.3694 -0.6893
N -0.6985 -1.5437 0.4153
C -1.9221 -1.0307 0.4014
O -3.6740 1.1887 -0.3816
C -3.7937 2.6158 -0.5322
C -4.9561 3.0145 -1.3847
C -6.2622 2.8829 -1.0172
Cl -6.8381 2.2817 0.4824
S -7.3551 3.3584 -2.2462
C -6.0586 3.7560 -3.2915
C -4.8511 3.5233 -2.7135
C -2.9154 0.2318 -3.8979
Cl -4.4483 -0.3663 -4.4686
C -1.8710 0.3093 -4.8043
H 0.5063 1.5182 -2.7086
H -1.3715 1.3618 -1.1311
H -4.8347 0.6525 -2.0080
H -4.2753 -1.6741 -1.8749
H -4.6346 -1.0974 -0.2356
H -2.1361 -2.8387 -2.2430
H 0.2775 -2.9221 -0.9273
H -2.3141 -0.2992 1.0903
H -2.8690 3.0254 -0.9417
H -3.9065 2.9846 0.4853
H -6.2597 4.1465 -4.2756
H -3.9058 3.7113 -3.2039
H -2.0162 0.0180 -5.8347
*
```

Computed properties:
**ΔE to the lowest compared entry with this formula, charge and spin**: 0.5 kJ/mol
**Largest force on an atom**: 0.2 eV/Å
**Total energy**: -158618.56555 eV
**HOMO-LUMO gap (alpha / beta)**: 8.07 / 8.26 eV
**LUMO energy (alpha / beta)**: -2.5 / -2.3 eV

[3]
Molecular formula: C2H7NS
Method: DFT, wB97M-V/def2-TZVPD

The geometry in ORCA input format:
```
! RIJCOSX wB97M-V def2-TZVPD def2/J DEFGRID3
* xyz 0 1
C -1.4764 0.7577 -0.1396
C -1.2428 -0.3607 0.5422
N -0.2103 -1.2595 0.2970
H -2.3116 1.3914 0.1204
H -0.7870 1.1525 -0.8750
H -2.0161 -0.6547 1.2442
H 0.6640 -0.7480 0.1878
H -0.1530 -1.9641 1.0164
S 2.9207 0.2757 -0.4270
H 2.3996 1.5096 -0.4676
H 2.2129 -0.0999 -1.4987
*
```

Computed properties:
**ΔE to the lowest compared entry with this formula, charge and spin**: 62.1 kJ/mol
**Largest force on an atom**: 1.2 eV/Å
**Total energy**: -14512.01734 eV
**HOMO-LUMO gap**: 9.22 eV
**LUMO energy**: 0.9 eV
**SMILES**: C=CN.S

Q: Number 2 is which compound?
A: C26H37Cl3N4O5S5Ti

Q: Which formula does entry 1 have?
A: C4H10N2O2

Q: Which formula does entry 1 have?
A: C4H10N2O2